Record 1
16
Properties=species:S:1:pos:R:3:forces:R:3:mulliken_spin:R:1 method="wB97M-V/def2-TZVPD" molar_mass_g_mol=90.122 e_tot_ha=-308.43925 spin_multiplicity=2 charge=+1 homo_lumo_gap_ha="0.4756 / 0.1663" fmax_ha_per_bohr=0.0732 homo_ev="-16.09 / -14.68" e_above_lowest_kcal_mol=88.8
C -0.283 -1.044 -1.005 -1.82 0.71 -2.37 0.09
O -0.241 -2.419 -1.343 0.24 2.39 -0.36 0.28
C 0.876 -0.453 -0.144 1.31 -0.26 3.52 0.14
C 1.068 1.077 0.177 -0.69 -1.99 -0.86 0.06
C -0.237 1.775 0.696 -1.45 1.69 1.31 0.06
O -1.120 1.024 1.645 2.38 0.78 -1.43 0.21
H -1.335 -0.873 -0.636 1.17 0.07 0.97 0.04
H -0.206 -0.375 -1.928 0.06 -1.05 0.54 0.02
H -0.133 -2.332 -2.309 0.30 -1.10 0.16 -0.01
H 0.638 -0.937 0.858 0.31 0.37 -0.85 0.02
H 1.841 -0.906 -0.526 -1.10 0.69 -0.03 0.04
H 1.693 1.177 1.133 0.03 -0.26 -1.88 0.05
H 1.368 1.530 -0.834 0.16 0.11 2.06 0.00
H 0.111 2.833 1.113 -0.90 -2.35 -0.55 0.00
H -0.886 1.960 -0.186 0.17 -0.23 0.59 0.02
H -0.748 0.957 2.558 -0.16 0.42 -0.84 -0.01

***

Record 2
9
Properties=species:S:1:pos:R:3:forces:R:3:mulliken_spin:R:1 method="wB97M-V/def2-TZVPD" molar_mass_g_mol=221.987 e_tot_ha=-1152.84373 spin_multiplicity=3 homo_lumo_gap_ha="0.2163 / 0.2388" fmax_ha_per_bohr=0.0740 homo_ev="-5.77 / -9.20" e_above_lowest_kcal_mol=71.2
C -0.521 0.417 -0.175 0.62 2.79 -2.51 0.09
O 1.274 -1.618 0.823 2.51 0.27 2.52 0.20
P 0.501 -0.437 -1.660 -0.70 -0.83 2.28 0.25
S 0.857 -2.257 -0.684 0.14 0.38 -2.28 1.28
I -1.343 -1.243 -3.047 -0.89 -0.02 -0.77 0.18
H -0.207 -0.128 0.674 -0.25 -0.43 0.94 0.00
H -1.645 0.582 -0.356 1.89 -0.54 0.24 0.01
H 0.043 1.450 -0.147 -1.36 -1.78 0.15 -0.02
H 2.223 -1.863 1.127 -1.96 0.17 -0.58 0.02

***

Record 3
71
Properties=species:S:1:pos:R:3:forces:R:3:lowdin_charge:R:1 method="wB97M-V/def2-TZVPD" molar_mass_g_mol=1100.529 e_tot_ha=-9620.20854 smiles=C#Cc1cnc2ccc(C[C@@H]3CO3)c(I)c2n1.ClCCl.ClCCl.ClCCl.ClCCl.ClCCl.ClCCl.ClCCl.ClCCl.ClCCl homo_lumo_gap_ha=0.2949 fmax_ha_per_bohr=0.0795 homo_ev=-8.41
C 4.953 -2.702 3.108 -0.07 0.18 0.14 0.14
C 4.099 -1.953 3.501 -0.01 0.21 -0.67 -0.06
C 3.078 -0.927 3.626 0.44 -1.07 0.13 -0.29
C 3.490 0.375 4.020 0.04 0.40 0.15 -0.07
N 2.663 1.382 4.141 0.02 -0.90 -0.22 0.15
C 1.370 1.069 3.840 -0.02 0.80 0.32 -0.28
C 0.407 2.106 3.943 -0.40 0.55 -0.02 -0.01
C -0.897 1.891 3.628 0.14 -1.19 -0.16 -0.04
C -1.303 0.581 3.211 -0.86 -0.16 -0.38 -0.29
C -2.763 0.360 2.893 -0.91 -0.44 0.81 -0.14
C -3.569 -0.128 4.129 1.66 1.26 1.40 -0.31
C -2.996 0.316 5.500 0.66 -4.01 0.46 -0.03
O -2.963 -1.106 4.889 -0.83 -0.57 -1.31 -0.17
C -0.410 -0.451 3.116 0.52 0.01 0.59 -0.63
I -0.948 -2.410 2.514 0.14 0.50 0.16 0.97
C 0.983 -0.218 3.439 -1.37 -1.02 0.19 -0.44
N 1.842 -1.267 3.335 0.53 1.26 0.65 0.12
H 5.718 -3.328 2.710 -0.07 -0.06 0.21 0.03
H 4.540 0.544 4.243 -0.09 -0.01 -0.04 0.12
H 0.705 3.097 4.271 0.30 -0.21 -0.02 0.12
H -1.677 2.644 3.690 0.47 -0.17 0.11 0.02
H -2.881 -0.437 2.155 0.02 0.26 -0.19 0.06
H -3.282 1.261 2.553 0.33 0.04 -0.15 0.11
H -4.663 -0.135 4.050 0.40 -0.09 -0.04 0.10
H -3.404 -0.090 6.429 -1.27 1.71 0.04 0.08
H -1.925 0.256 5.702 0.09 2.03 -0.62 0.05
C -3.929 4.896 4.378 -0.08 0.06 0.07 -0.99
Cl -4.633 3.400 4.998 0.00 0.03 0.03 0.54
Cl -2.852 4.583 3.009 -0.17 0.39 -0.13 0.56
H -4.727 5.551 4.050 -0.01 -0.07 -0.07 0.02
H -3.357 5.368 5.169 0.06 -0.08 -0.01 0.03
C 1.486 0.470 -0.849 0.09 0.10 0.16 -0.99
Cl 0.981 -0.818 -1.954 0.01 -0.01 -0.08 0.51
Cl 1.064 0.091 0.829 0.30 0.43 -1.40 0.73
H 2.564 0.585 -0.926 -0.37 -0.18 0.17 -0.08
H 0.989 1.391 -1.137 -0.10 -0.07 0.01 0.03
C 5.509 -0.317 -2.674 0.03 -0.26 0.06 -1.02
Cl 5.127 -1.768 -1.744 0.01 0.01 -0.02 0.53
Cl 4.334 0.973 -2.359 0.36 0.17 -0.31 0.58
H 6.495 0.030 -2.393 -0.05 0.03 0.10 -0.01
H 5.486 -0.559 -3.730 -0.10 0.02 0.01 0.02
C -7.648 -1.162 2.374 -0.02 -0.10 0.00 -1.02
Cl -8.665 -0.362 3.576 -0.02 -0.05 0.01 0.50
Cl -6.362 -0.096 1.793 0.00 -0.02 -0.10 0.53
H -7.195 -2.037 2.826 0.04 0.07 0.06 0.03
H -8.264 -1.453 1.531 -0.01 0.10 -0.01 0.02
C -0.024 -1.598 -5.748 -0.07 0.09 0.09 -1.02
Cl -0.747 -3.122 -5.224 -0.02 0.04 0.02 0.50
Cl 1.136 -1.842 -7.062 0.05 0.05 -0.02 0.51
H -0.811 -0.940 -6.098 0.00 -0.07 -0.08 0.03
H 0.493 -1.149 -4.907 0.06 -0.08 -0.01 -0.01
C 0.303 -0.523 -10.731 -0.01 -0.06 0.06 -1.05
Cl 1.392 -0.907 -12.071 -0.02 -0.08 0.03 0.50
Cl -0.093 1.201 -10.693 -0.05 -0.01 0.07 0.50
H -0.613 -1.089 -10.852 0.02 0.09 -0.10 -0.06
H 0.785 -0.791 -9.798 0.07 0.08 -0.03 -0.02
C 7.110 2.759 -3.981 -0.02 0.11 -0.01 -1.02
Cl 7.857 1.227 -4.466 0.01 0.05 -0.10 0.53
Cl 8.312 3.910 -3.391 -0.04 0.02 0.00 0.52
H 6.609 3.187 -4.842 0.09 -0.02 -0.04 0.03
H 6.395 2.566 -3.191 0.07 -0.03 0.04 -0.03
C -2.261 -3.889 -10.678 0.01 -0.10 -0.02 -1.00
Cl -2.357 -2.807 -12.073 -0.02 -0.06 -0.07 0.53
Cl -2.160 -2.986 -9.162 0.01 -0.06 0.07 0.51
H -3.148 -4.512 -10.657 -0.05 0.10 0.01 0.02
H -1.375 -4.506 -10.776 0.05 0.10 0.01 0.03
C -0.679 -0.878 8.260 -0.11 -0.13 -0.05 -1.00
Cl 0.457 -0.360 7.016 0.21 -0.05 -0.09 0.56
Cl -1.734 0.457 8.737 -0.07 -0.02 0.19 0.53
H -1.284 -1.680 7.851 -0.06 0.08 -0.03 0.03
H -0.137 -1.226 9.133 0.08 0.12 -0.03 0.03

***

Record 4
16
Properties=species:S:1:pos:R:3:forces:R:3:mulliken_spin:R:1 method="wB97M-V/def2-TZVPD" molar_mass_g_mol=101.133 e_tot_ha=-338.25665 spin_multiplicity=3 charge=+1 homo_lumo_gap_ha="0.2511 / 0.2436" fmax_ha_per_bohr=0.1128 homo_ev="-9.86 / -13.80" e_above_lowest_kcal_mol=64.0
C -0.966 -0.114 0.801 0.90 2.01 0.42 0.00
C 0.351 0.565 1.354 -0.75 0.18 -3.07 0.02
C 0.503 -0.318 -1.044 0.25 -0.02 -5.79 0.57
N 1.667 -0.258 -0.369 3.71 -0.06 4.22 0.48
N -0.746 -0.295 -0.644 -3.21 0.33 2.59 0.33
N -1.782 0.337 -1.375 0.50 0.48 -0.90 0.14
N 1.555 -0.163 0.959 -1.22 1.26 -2.54 0.43
H -1.046 -1.039 1.318 -0.33 -1.14 0.20 0.01
H -1.913 0.508 1.009 1.77 -0.87 -0.51 0.00
H 0.581 1.553 0.878 -0.88 -0.33 1.05 0.02
H 0.357 0.479 2.366 -0.17 0.72 3.07 -0.02
H 0.775 -0.370 -2.066 -0.79 -0.21 -1.10 0.04
H 2.596 -0.468 -0.794 -1.28 -0.09 0.56 -0.02
H -2.423 -0.355 -1.707 -0.59 -0.74 0.15 0.00
H -1.442 0.762 -2.237 0.51 0.15 0.26 -0.01
H 1.934 -0.824 1.551 1.59 -1.68 1.41 0.01

***

Record 5
95
Properties=species:S:1:pos:R:3:forces:R:3:lowdin_charge:R:1 method="wB97M-V/def2-TZVPD" molar_mass_g_mol=729.596 e_tot_ha=-2831.10966 smiles="C[N+](=O)[O-].C[N+](=O)[O-].C[N+](=O)[O-].C[N+](=O)[O-].C[N+](=O)[O-].COC(=O)OC.COC(=O)OC.COC(=O)OC.COC(=O)OC.CO.CO" homo_lumo_gap_ha=0.3488 fmax_ha_per_bohr=0.1120 homo_ev=-9.64 e_above_lowest_kcal_mol=30.2
C 0.089 -0.958 0.198 -0.52 0.69 0.00 -0.11
O 0.002 0.402 0.651 -0.03 -0.28 -0.21 -0.16
H 1.138 -1.251 0.160 -0.12 -0.42 -0.11 0.08
H -0.526 -1.594 0.835 0.34 -0.28 0.07 0.07
H -0.382 -0.973 -0.785 0.33 -0.14 -0.10 0.05
H 0.339 0.390 1.550 0.02 0.31 0.21 0.02
C 2.825 -1.883 -3.292 0.53 0.44 -0.78 -0.15
O 3.751 -1.060 -4.040 -0.16 -1.03 0.67 -0.13
H 3.320 -2.805 -2.988 0.10 0.19 -0.09 0.06
H 2.440 -1.385 -2.403 0.06 0.06 0.06 0.04
H 1.974 -2.133 -3.925 -0.15 -0.10 -0.05 0.07
H 3.494 -0.148 -3.884 -0.24 0.14 -0.09 0.01
C 1.616 -5.751 -1.106 -0.51 0.74 0.66 0.06
N 2.747 -4.764 -0.974 1.28 0.72 -0.11 -0.41
O 3.900 -5.173 -1.048 -1.01 -0.21 0.04 0.06
O 2.495 -3.566 -0.825 -0.54 -1.47 -0.02 0.02
H 0.927 -5.483 -0.305 -0.01 0.00 -0.04 0.10
H 1.926 -6.787 -0.972 0.39 0.40 -0.34 0.10
H 1.096 -5.533 -2.039 0.25 -0.17 -0.05 0.10
C 2.923 1.483 3.623 1.47 0.35 -0.12 0.05
N 1.620 1.057 4.143 1.93 -0.03 2.86 -0.43
O 0.741 0.887 3.378 -2.24 -0.21 -1.89 0.07
O 1.542 0.816 5.342 0.00 0.20 -0.36 0.06
H 3.237 0.686 2.949 -0.09 0.38 -0.29 0.10
H 3.680 1.592 4.399 -0.51 -0.39 0.36 0.10
H 2.895 2.471 3.164 -0.61 -0.30 -0.43 0.08
C 4.452 0.453 -1.000 -0.15 -2.49 0.81 0.02
N 4.282 1.784 -0.495 1.37 3.34 1.36 -0.38
O 4.598 2.701 -1.261 -0.93 -1.01 1.14 0.08
O 4.007 1.967 0.731 0.22 -0.81 -3.01 0.03
H 3.465 0.018 -1.161 0.07 0.10 -0.18 0.09
H 4.891 -0.101 -0.171 -0.13 -0.09 0.05 0.11
H 5.111 0.291 -1.852 -0.40 0.91 -0.13 0.12
C -4.741 -1.458 -0.907 1.29 -1.29 0.24 0.08
N -3.761 -2.209 -0.024 -0.93 0.72 1.96 -0.42
O -4.121 -2.531 1.110 0.42 0.25 -1.41 0.06
O -2.682 -2.429 -0.512 0.48 -0.39 -0.02 0.05
H -4.036 -1.099 -1.656 -0.77 0.42 -0.20 0.09
H -5.321 -0.728 -0.343 0.15 -0.28 -0.08 0.10
H -5.270 -2.342 -1.264 -0.69 0.61 -0.41 0.10
C 1.003 -2.584 5.607 -0.95 -0.84 0.13 0.05
N 0.575 -3.328 4.390 -0.78 -1.64 -1.22 -0.43
O 0.282 -4.533 4.470 0.60 1.70 0.60 0.04
O 0.489 -2.719 3.341 0.28 0.39 0.36 0.05
H 1.091 -3.373 6.354 0.80 0.35 0.03 0.10
H 0.125 -2.017 5.916 0.19 0.39 -0.26 0.11
H 1.848 -1.948 5.345 -0.14 -0.26 0.34 0.09
C 4.162 6.687 1.900 -1.33 -0.69 0.42 0.00
O 3.355 5.777 1.131 1.80 0.46 -1.55 0.00
C 2.437 5.038 1.658 -1.00 -1.16 -0.16 -0.63
O 2.097 5.032 2.814 -0.16 -0.29 0.10 0.12
O 1.956 4.266 0.642 -0.32 0.22 0.55 -0.02
C 0.835 3.406 0.889 0.12 -0.77 0.36 -0.04
H 3.474 7.527 1.995 0.87 0.59 0.29 0.10
H 5.096 6.847 1.361 -0.42 0.20 -0.10 0.10
H 4.367 6.245 2.875 -0.01 0.14 0.04 0.09
H -0.109 3.833 0.550 0.14 0.37 0.21 0.10
H 0.782 3.066 1.923 -0.12 0.63 0.19 0.07
H 0.949 2.454 0.369 0.44 0.34 -0.47 0.06
C -7.344 2.436 2.460 -0.09 0.89 0.37 -0.04
O -6.250 1.595 2.107 -0.28 -0.45 -0.43 0.00
C -5.033 1.842 2.573 1.11 1.57 3.23 -0.55
O -4.704 2.752 3.364 -1.03 -2.20 -2.46 0.09
O -4.236 0.840 2.183 -1.87 -0.54 -0.54 0.00
C -2.986 0.684 2.760 2.65 1.49 0.42 -0.07
H -7.261 3.373 1.909 -0.11 0.00 0.03 0.10
H -7.401 2.668 3.523 0.55 -0.06 0.05 0.10
H -8.297 1.955 2.241 0.44 -0.35 -0.47 0.09
H -2.547 -0.313 2.799 -1.06 -0.38 -0.37 0.10
H -2.873 1.117 3.754 -0.58 -0.01 0.08 0.10
H -2.299 1.263 2.142 0.33 -0.01 0.00 0.09
C -0.890 1.554 -2.414 -0.56 -0.54 -0.34 -0.02
O 0.340 0.899 -2.846 1.39 1.55 0.71 0.00
C 1.459 1.661 -3.015 -0.60 2.13 -1.81 -0.50
O 2.523 1.254 -3.402 -0.37 -0.67 0.76 0.11
O 1.235 3.017 -2.975 -1.40 -1.09 0.88 -0.06
C 2.168 3.962 -3.539 0.34 -1.07 0.22 -0.01
H -0.845 2.636 -2.292 0.42 -0.32 -0.03 0.10
H -1.248 1.074 -1.503 0.41 0.08 0.13 0.08
H -1.612 1.313 -3.194 -0.01 0.15 -0.08 0.09
H 3.164 3.600 -3.284 0.11 0.35 -0.29 0.08
H 1.977 4.939 -3.096 -0.13 -0.30 0.10 0.10
H 1.986 3.986 -4.614 0.25 0.05 0.01 0.10
C -1.145 -2.436 -3.278 0.83 0.78 -0.30 -0.07
O -1.381 -3.780 -2.946 -1.77 -1.52 0.56 -0.02
C -2.585 -4.420 -3.004 0.80 -3.42 0.27 -0.47
O -2.607 -5.670 -2.742 -0.76 5.56 -1.28 0.06
O -3.598 -3.573 -3.396 1.16 -0.68 0.00 -0.06
C -4.792 -4.062 -4.021 -0.43 -0.13 -0.28 -0.04
H -0.166 -2.243 -2.841 -0.06 0.13 0.05 0.08
H -1.833 -1.689 -2.884 -0.29 -0.42 0.00 0.07
H -1.010 -2.334 -4.355 -0.33 0.06 -0.10 0.10
H -5.445 -4.524 -3.281 0.13 -0.25 -0.23 0.10
H -4.638 -4.661 -4.919 0.63 -0.78 0.56 0.10
H -5.324 -3.245 -4.508 0.22 0.68 0.76 0.09

***

Record 6
104
Properties=species:S:1:pos:R:3:forces:R:3:lowdin_charge:R:1 method="wB97M-V/def2-TZVPD" molar_mass_g_mol=1179.995 e_tot_ha=-8474.99397 homo_lumo_gap_ha=0.2043 fmax_ha_per_bohr=0.0094 homo_ev=-6.51 e_above_lowest_kcal_mol=0.0
W -0.096 -0.833 0.142 0.44 0.01 -0.21 1.55
Cl 4.684 -0.952 5.972 -0.01 -0.01 -0.02 0.65
C 3.818 -0.915 4.462 0.02 -0.01 -0.01 -0.67
C 4.410 -1.476 3.316 0.01 -0.01 0.02 -0.08
C 3.754 -1.458 2.114 -0.04 0.02 -0.01 0.02
C 2.461 -0.891 2.009 -0.02 -0.08 -0.04 -0.38
O 1.865 -0.850 0.864 0.21 0.04 0.17 -0.30
C 1.892 -0.319 3.158 -0.04 0.00 0.02 -0.15
C 0.636 0.335 3.085 -0.04 -0.02 0.03 -0.07
N -0.177 0.403 2.071 -0.10 0.05 0.09 -0.03
C -1.390 1.110 2.310 0.10 -0.05 -0.06 -0.23
C -1.622 1.964 3.364 -0.01 0.07 0.06 -0.02
C -2.855 2.615 3.521 0.02 -0.04 -0.02 -0.06
C -3.847 2.442 2.600 0.01 -0.01 -0.02 -0.03
C -3.627 1.612 1.481 -0.08 0.05 -0.02 -0.15
C -4.598 1.476 0.461 0.02 0.00 0.04 -0.01
C -4.287 0.728 -0.624 0.08 -0.03 0.00 -0.02
C -3.034 0.087 -0.690 -0.06 -0.02 0.02 -0.09
N -2.109 0.138 0.251 -0.23 0.20 0.06 0.02
C -2.400 0.935 1.342 0.05 -0.04 -0.07 -0.15
C 2.584 -0.339 4.387 0.02 0.00 0.01 -0.05
H 5.391 -1.925 3.396 0.00 0.01 0.01 0.11
H 4.201 -1.883 1.224 0.00 0.01 -0.01 0.13
H 0.333 0.795 4.020 0.00 0.01 -0.01 0.12
H -0.847 2.193 4.080 0.01 0.00 0.00 0.11
H -2.999 3.271 4.369 0.00 0.00 0.00 0.11
H -4.797 2.951 2.695 0.00 0.00 0.00 0.12
H -5.550 1.983 0.556 0.00 0.01 0.01 0.12
H -4.970 0.605 -1.453 0.00 0.00 -0.01 0.12
H -2.811 -0.485 -1.569 0.00 -0.01 0.00 0.09
H 2.136 0.105 5.267 -0.01 0.00 -0.01 0.12
C 1.856 4.257 -2.167 0.05 -0.01 0.00 -0.05
C 2.531 3.717 -0.927 0.02 -0.01 -0.03 -0.26
C 3.457 4.568 -0.322 0.01 0.00 -0.01 -0.05
C 4.152 4.222 0.823 0.00 -0.01 0.01 -0.08
C 3.942 2.976 1.389 0.00 0.02 -0.01 -0.07
C 3.027 2.118 0.806 0.01 -0.03 0.00 -0.07
C 2.304 2.459 -0.337 -0.06 0.00 0.10 -0.28
P 1.082 1.214 -0.934 -0.06 -0.21 -0.12 1.13
C -0.254 2.288 -1.593 -0.01 -0.04 0.01 -0.32
C -0.747 2.130 -2.882 0.00 -0.04 0.00 -0.12
C -1.868 2.810 -3.326 0.00 0.02 0.01 -0.07
C -2.526 3.673 -2.464 0.00 -0.02 0.00 -0.08
C -2.027 3.861 -1.185 0.02 0.01 -0.02 -0.06
C -0.887 3.199 -0.732 -0.01 0.01 0.01 -0.28
C -0.367 3.572 0.632 -0.02 0.00 0.01 -0.04
C 2.073 0.260 -2.154 -0.05 0.09 0.00 -0.30
C 2.944 0.926 -3.018 0.01 0.00 -0.04 -0.10
C 3.778 0.238 -3.882 -0.03 0.01 0.03 -0.10
C 3.763 -1.149 -3.863 -0.03 0.00 -0.01 -0.09
C 2.923 -1.814 -2.989 0.02 -0.03 -0.04 -0.06
C 2.060 -1.149 -2.113 -0.05 -0.04 0.06 -0.27
C 1.216 -2.025 -1.186 0.12 0.22 -0.01 -0.23
H 2.544 4.925 -2.685 -0.01 0.01 0.01 0.09
H 0.962 4.833 -1.913 -0.01 -0.02 0.00 0.09
H 1.542 3.488 -2.865 0.02 0.00 -0.02 0.06
H 3.633 5.536 -0.777 0.00 0.00 0.00 0.11
H 4.858 4.917 1.259 0.01 0.00 0.00 0.10
H 4.482 2.667 2.275 0.00 0.00 0.01 0.11
H 2.872 1.151 1.249 -0.01 0.02 -0.01 0.07
H -0.233 1.460 -3.549 -0.02 0.01 0.01 0.00
H -2.222 2.659 -4.338 0.00 0.00 0.00 0.11
H -3.414 4.203 -2.785 0.00 0.00 0.00 0.10
H -2.523 4.552 -0.512 -0.01 0.00 0.00 0.11
H -1.188 3.898 1.271 -0.01 0.00 0.00 0.08
H 0.345 4.398 0.551 0.00 0.00 0.01 0.09
H 0.156 2.760 1.129 0.00 0.00 0.00 0.05
H 2.991 2.005 -3.007 -0.01 0.04 0.00 0.09
H 4.440 0.778 -4.546 0.00 0.00 -0.01 0.10
H 4.410 -1.713 -4.524 0.00 0.00 0.00 0.10
H 2.922 -2.898 -2.973 0.00 0.00 0.01 0.12
H 1.926 -2.611 -0.600 -0.02 -0.02 -0.01 0.05
H 0.695 -2.753 -1.818 -0.03 0.02 0.02 0.07
C -2.511 -4.044 1.222 0.01 0.05 0.00 -0.01
C -2.556 -3.659 -0.225 -0.04 -0.01 -0.05 -0.25
C -3.486 -4.415 -0.986 0.06 -0.04 -0.01 -0.01
C -3.556 -4.297 -2.331 -0.03 0.01 0.01 -0.02
C -2.709 -3.372 -2.967 0.03 -0.03 0.00 -0.19
C -2.628 -3.225 -4.369 -0.02 0.00 0.01 -0.63
Br -3.693 -4.293 -5.518 0.01 0.00 0.00 0.78
C -1.765 -2.332 -4.912 0.02 0.02 0.02 -0.19
C -1.004 -1.478 -4.091 -0.02 -0.03 0.04 -0.53
Br 0.216 -0.400 -5.051 0.08 0.00 0.01 0.90
C -1.132 -1.480 -2.706 -0.01 -0.02 0.00 -0.39
O -0.657 -0.585 -1.879 -0.23 -0.10 0.02 -0.33
C -1.905 -2.557 -2.142 0.07 0.05 0.00 -0.16
N -1.807 -2.711 -0.778 -0.18 -0.01 0.08 0.15
H -3.053 -4.979 1.349 -0.02 0.01 0.02 0.08
H -2.985 -3.293 1.851 0.01 0.05 -0.02 0.09
H -1.496 -4.176 1.576 -0.05 -0.07 -0.03 0.06
H -4.114 -5.123 -0.464 0.01 -0.01 -0.01 0.11
H -4.237 -4.899 -2.917 0.02 -0.01 0.00 0.08
H -1.658 -2.252 -5.984 0.01 0.00 0.00 0.09
F -0.005 -4.840 5.098 0.00 0.00 -0.01 0.05
C -0.054 -4.008 4.033 -0.03 0.01 0.03 -0.29
C -0.974 -2.978 4.030 0.00 0.00 -0.01 -0.02
C -1.008 -2.133 2.929 0.03 0.02 0.03 -0.16
C -0.160 -2.272 1.823 0.06 -0.02 -0.07 -0.28
C 0.757 -3.325 1.905 -0.05 -0.06 -0.05 -0.12
C 0.818 -4.202 2.985 0.02 0.01 -0.03 -0.01
H -1.648 -2.855 4.868 0.00 -0.01 0.01 0.12
H -1.755 -1.345 2.941 0.01 -0.01 0.01 0.10
H 1.453 -3.487 1.091 0.02 0.00 0.02 0.09
H 1.535 -5.012 3.022 0.00 -0.01 0.00 0.12